1.
This record from the Open Molecules 2025 dataset describes C6H10O in the gas phase in a non-equilibrium geometry. The level of theory is ωB97M-V/def2-TZVPD.

As for the spin multiplicity: 1. As for the frontier orbital gap: 8.5 eV. Its HOMO energy is -7.69 eV. As for the LUMO energy: 0.028 Ha.

Structure (XYZ):
```
17
Properties=species:S:1:pos:R:3:lowdin_charge:R:1
C 2.34270 -0.79134 1.91245 -0.1279
C 1.00242 -0.38894 1.41499 -0.1702
C 0.77798 0.60864 0.52103 -0.1233
C -0.54016 0.90623 -0.03582 -0.0837
C -1.16234 0.09464 -0.92286 -0.3757
O -1.42548 -1.20664 -0.68693 0.0646
C -1.93800 0.68063 -2.11149 -0.0305
H 2.23553 -1.20946 2.93250 0.0718
H 3.04462 0.02086 2.08796 0.0678
H 2.82328 -1.58922 1.35803 0.0676
H 0.18842 -1.09308 1.56682 0.0977
H 1.64006 1.26538 0.47354 0.1002
H -0.84376 1.94771 0.08658 0.1025
H -1.77125 -1.68336 -1.43663 0.1007
H -2.11165 1.75238 -1.99427 0.0800
H -1.34780 0.48541 -3.01495 0.0873
H -2.91456 0.20017 -2.15097 0.0709
```

2.
This record from the Open Molecules 2025 dataset describes a molecular structure, C6H10O. The level of theory is ωB97M-V/def2-TZVPD.

As for the spin multiplicity: 1. As for the frontier orbital gap: 7.5 eV. Its HOMO energy is -6.71 eV. As for the LUMO energy: 0.029 Ha.

Structure (XYZ):
```
17
Properties=species:S:1:pos:R:3:lowdin_charge:R:1
C 0.25789 1.78613 -0.50809 -0.0270
C -0.82869 0.27089 0.32333 -0.1684
C -1.26356 -0.66083 -0.71240 -0.1709
C -0.24199 -1.68163 -0.79687 -0.1187
C 0.69647 -1.54037 0.16407 -0.0689
C 0.24217 -0.46909 1.13289 -0.3780
O 1.22479 0.31439 1.76088 -0.0341
H 1.15656 1.52514 -1.07611 0.0525
H -0.39995 2.43733 -1.09099 0.0520
H 0.51547 2.24336 0.44633 0.0481
H -1.51190 0.96157 0.80912 0.1424
H -0.48761 0.54254 -0.87293 0.1160
H -2.15871 -0.55437 -1.30809 0.0982
H -0.24574 -2.45578 -1.55875 0.1048
H 1.53261 -2.19981 0.36527 0.0985
H -0.32132 -0.93673 1.95967 0.1649
H 1.88426 0.52276 1.08625 0.0886
```

3.
This record from the Open Molecules 2025 dataset describes 2 unconnected molecules or ions with the total composition C6H10O. The level of theory is ωB97M-V/def2-TZVPD.

As for the spin multiplicity: 1. As for the frontier orbital gap: 10.3 eV. Its HOMO energy is -9.38 eV. As for the LUMO energy: 0.033 Ha.

Structure (XYZ):
```
17
Properties=species:S:1:pos:R:3:lowdin_charge:R:1
C 0.88142 -0.41306 0.33900 -0.1243
C -0.29140 0.40452 0.83418 -0.4171
O -0.19309 1.30731 1.63752 0.0445
C -1.60043 0.05745 0.15656 -0.1126
C -1.39820 0.00137 -1.34109 -0.0929
C -0.19580 -0.03970 -1.91471 -0.1048
C 1.10182 -0.07771 -1.14671 -0.1801
H 1.77048 -0.20264 0.93819 0.1034
H 0.63417 -1.47868 0.43495 0.1304
H 1.49649 -0.01145 3.64710 0.0472
H 1.12598 0.48109 3.22809 0.0211
H -1.95292 -0.91554 0.53120 0.1282
H -2.34793 0.80528 0.43771 0.1208
H -2.29468 0.02837 -1.95733 0.1018
H -0.12330 -0.03216 -3.00064 0.1016
H 1.60448 0.89587 -1.22814 0.1210
H 1.78291 -0.81031 -1.59590 0.1118
```

4.
This record from the Open Molecules 2025 dataset describes 2 unconnected molecules or ions with the total composition C6H10O in a non-equilibrium geometry. The level of theory is ωB97M-V/def2-TZVPD.

As for the spin multiplicity: 1. As for the frontier orbital gap: 8.2 eV. Its HOMO energy is -8.04 eV. As for the LUMO energy: 0.007 Ha.

Structure (XYZ):
```
17
Properties=species:S:1:pos:R:3:lowdin_charge:R:1
C 1.58566 -1.30673 -1.96059 -0.2416
C 2.69602 -0.80635 -2.47120 -0.0289
C 1.37910 0.30294 0.04496 -0.1323
C 0.90490 -0.60266 -0.93689 -0.1343
C 0.31682 0.97694 2.05236 -0.0214
C 0.38118 1.08893 0.71728 -0.2547
H 1.09883 -2.19518 -2.50608 0.1239
H 2.99123 -0.84021 -3.59732 0.0915
H 3.22547 0.00375 -1.88070 0.0684
H 2.53499 0.44404 0.23716 0.1444
H -0.10031 -0.99003 -0.78330 0.1048
H 0.66679 0.03387 2.61822 0.0977
H -0.28170 1.80514 2.52528 0.0612
H -0.29316 1.77834 0.12666 0.1216
H -5.51487 0.40781 1.39276 0.0139
H -6.24245 0.03938 2.28909 0.0021
O -5.34850 -0.13997 2.13232 -0.0163
```

5.
This record from the Open Molecules 2025 dataset describes C6H10O in the gas phase. The level of theory is ωB97M-V/def2-TZVPD.

As for the spin multiplicity: 1. As for the frontier orbital gap: 10.8 eV. Its HOMO energy is -9.73 eV. As for the LUMO energy: 0.038 Ha.

Structure (XYZ):
```
17
Properties=species:S:1:pos:R:3:lowdin_charge:R:1
C 1.63962 -0.32105 -1.25843 -0.0762
C 0.12359 -0.45260 -1.31855 -0.3000
C -0.49902 -1.41031 -0.34455 -0.0862
C -0.74002 0.06599 -0.19190 -0.2592
C -0.18180 0.86564 0.96174 -0.1348
C -1.18329 1.18936 2.05005 -0.2570
O -2.37592 1.02089 1.97327 0.0530
H 2.10369 -0.79002 -2.13269 0.0744
H 2.07708 -0.81348 -0.37743 0.0749
H 1.95356 0.72747 -1.22618 0.0728
H -0.29711 -0.39717 -2.32029 0.1290
H -1.32723 -2.07463 -0.57908 0.1036
H 0.30071 -1.85062 0.23794 0.0978
H -1.73046 0.40507 -0.49399 0.1388
H 0.20907 1.83856 0.62135 0.1286
H 0.66699 0.35513 1.43286 0.1211
H -0.73946 1.64175 2.96590 0.1195
```

6.
This record from the Open Molecules 2025 dataset describes C6H10O in the gas phase. The level of theory is ωB97M-V/def2-TZVPD.

As for the spin multiplicity: 1. As for the frontier orbital gap: 10.5 eV. Its HOMO energy is -9.37 eV. As for the LUMO energy: 0.042 Ha.

Structure (XYZ):
```
17
Properties=species:S:1:pos:R:3:lowdin_charge:R:1
C -2.23753 0.34319 0.18388 -0.0304
C -0.75232 -0.03387 0.20245 -0.3899
C -0.06690 -1.38268 -0.13652 -0.1199
C 1.43965 -1.13472 -0.02345 -0.0921
C 1.96241 0.09079 -0.05439 -0.0808
C 1.08629 1.28785 -0.31009 -0.2235
O -0.19553 0.90261 -0.71319 -0.1353
H -2.83512 -0.04347 1.01574 0.0761
H -2.73799 0.15164 -0.76911 0.0790
H -2.20057 1.43521 0.29789 0.0843
H -0.41486 0.19704 1.22642 0.1419
H -0.30536 -1.70445 -1.15967 0.1183
H -0.33588 -2.21115 0.53681 0.1139
H 2.10100 -1.99175 0.11664 0.0999
H 3.02519 0.27770 0.10889 0.1043
H 0.99213 1.90748 0.60048 0.1273
H 1.47539 1.90856 -1.12276 0.1270
```

7.
This record from the Open Molecules 2025 dataset describes C6H10O in the gas phase in a non-equilibrium geometry. The level of theory is ωB97M-V/def2-TZVPD.

As for the spin multiplicity: 1. As for the frontier orbital gap: 9.3 eV. Its HOMO energy is -8.22 eV. As for the LUMO energy: 0.038 Ha.

Structure (XYZ):
```
17
Properties=species:S:1:pos:R:3:lowdin_charge:R:1
C 0.45236 -0.83144 -1.84867 -0.0380
C 0.82442 -0.36368 -0.46462 -0.2946
O 1.27416 1.04097 -0.72843 -0.0764
C 0.46051 1.60405 0.26585 -0.1796
C -0.93933 1.21697 0.19505 -0.1222
C -0.13470 0.04108 0.63366 -0.2691
C -0.53008 -0.94362 1.73756 -0.0343
H 0.20971 -1.89022 -1.95571 0.0797
H -0.35819 -0.20918 -2.22848 0.0775
H 1.34955 -0.61876 -2.44274 0.0892
H 1.55206 -1.08619 -0.02821 0.1548
H 0.63999 2.67675 0.47855 0.1472
H -1.46457 1.62269 1.06242 0.1227
H -1.38786 1.41029 -0.77308 0.1101
H -1.19401 -1.74526 1.36143 0.0854
H 0.32934 -1.46201 2.18478 0.0736
H -1.08336 -0.46243 2.55065 0.0740
```

8.
This record from the Open Molecules 2025 dataset describes C6H10O in the gas phase in a non-equilibrium geometry. The level of theory is ωB97M-V/def2-TZVPD.

As for the spin multiplicity: 1. As for the frontier orbital gap (spin up / spin down): 7.7 / 7.7 eV. Its HOMO energy (spin up / spin down) is -6.82 / -6.82 eV. As for the LUMO energy (spin up / spin down): 0.032 / 0.032 Ha.

Structure (XYZ):
```
17
Properties=species:S:1:pos:R:3:lowdin_charge:R:1
C 0.79701 0.72512 0.39452 -0.3492
C -0.47811 0.42232 0.46518 0.0023
C 1.32158 -0.68916 0.67423 -0.1226
C 1.58298 1.88612 0.00219 -0.0706
C -1.75103 -1.11083 -0.69235 -0.0713
C -1.74647 -0.09298 0.48653 -0.2582
O 1.51467 -1.43100 -0.43804 -0.0309
H 1.24347 -1.23403 1.62921 0.1139
H 0.82408 2.69188 -0.28713 0.1080
H 2.16978 1.56504 -0.84754 0.0692
H 2.22573 2.37862 0.72026 0.0710
H -0.84339 -1.83179 -0.64259 0.1044
H -1.75668 -0.74686 -1.64571 0.0439
H -2.49822 -1.82511 -0.56841 0.0428
H -2.05266 -0.37537 1.51363 0.1221
H -2.61569 0.66146 0.31514 0.1347
H 2.06296 -0.99344 -1.07913 0.0906
```

9.
This record from the Open Molecules 2025 dataset describes 2 unconnected molecules or ions with the total composition C6H10O in a non-equilibrium geometry. The level of theory is ωB97M-V/def2-TZVPD.

As for the spin multiplicity: 1. As for the frontier orbital gap: 7.8 eV. Its HOMO energy is -7.96 eV. As for the LUMO energy: -0.005 Ha.

Structure (XYZ):
```
17
Properties=species:S:1:pos:R:3:lowdin_charge:R:1
C 0.92344 -0.21874 2.92479 -0.2063
C 0.36483 1.01263 3.10667 -0.0225
C 0.04558 -0.64528 0.63192 -0.1446
C 0.65927 -1.12921 1.79307 -0.1097
C -0.22935 -0.89664 -1.72965 0.0176
C 0.32530 -1.30538 -0.57668 -0.2173
H 1.35579 -0.88010 3.81857 0.1276
H 0.79204 1.74036 3.87919 0.0769
H -0.12303 1.41752 2.18613 0.0501
H -0.77777 0.11954 0.80037 0.1319
H 1.03644 -2.14967 1.55686 0.1046
H -0.53231 0.13590 -1.87846 0.0498
H -0.26246 -1.50628 -2.62267 0.0526
H 0.55437 -2.34258 -0.58973 0.0945
H -0.68496 2.02326 -3.88971 0.0823
H -1.25847 2.67198 -5.18011 0.0288
O -1.57926 2.23322 -4.37264 -0.1164
```

10.
This record from the Open Molecules 2025 dataset describes 2 unconnected molecules or ions with the total composition C6H10O. The level of theory is ωB97M-V/def2-TZVPD.

As for the spin multiplicity: 1. As for the frontier orbital gap: 10.2 eV. Its HOMO energy is -9.35 eV. As for the LUMO energy: 0.032 Ha.

Structure (XYZ):
```
17
Properties=species:S:1:pos:R:3:lowdin_charge:R:1
C 0.87875 -1.23223 0.93643 -0.1004
C 1.42349 -1.28027 -0.46116 -0.1218
C 1.41623 0.02318 0.28344 -0.2965
C 0.52477 1.14735 -0.11479 -0.1547
C -0.28437 1.17345 -1.17503 -0.0307
C -2.49943 0.40119 0.42443 -0.1690
O -2.32646 -0.75311 0.72601 -0.0226
H -0.19768 -1.31084 1.06434 0.0748
H 1.47280 -1.67469 1.73257 0.0992
H 2.38594 -1.75346 -0.63530 0.0990
H 0.71359 -1.41093 -1.27474 0.0911
H 2.37984 0.36253 0.66126 0.1299
H 0.56031 2.01968 0.54111 0.1045
H -0.89693 2.04466 -1.39798 0.0626
H -0.40192 0.31139 -1.82831 0.0639
H -2.09124 1.24919 1.01138 0.0841
H -3.05769 0.68293 -0.49366 0.0866
```

It is found that the ΔE to the lowest compared entry with this formula, charge and spin values, taken in the order of the records, are 184.8; 481.7; 87.8; 395.0; 78.7; 67.3; 278.0; 461.2; 329.9; 203.0 kJ/mol.